# 1
7
Properties=species:S:1:pos:R:3 method="wB97M-V/def2-TZVPD" homo_ha=-0.4153 lumo_ha=0.0149 orbital_gap_ev=11.71 total_charge=0 largest_force_ev_per_a=3.101 smiles="C[N+](=O)[O-]" total_energy_ha=-245.02424
C 0.6863 0.0085 -0.0160
N -0.7969 0.0022 -0.0616
O -1.2992 -0.1001 1.0194
O -1.3882 0.0603 -1.1385
H 1.0978 0.2304 -0.9978
H 0.8946 0.6816 0.7253
H 0.8055 -0.8829 0.4692

***

# 2
8
Properties=species:S:1:pos:R:3 method="wB97M-V/def2-TZVPD" homo_ha="-0.0983 / -0.0983" lumo_ha="0.0335 / 0.0335" orbital_gap_ev="3.59 / 3.59" total_charge=-1 largest_force_ev_per_a=3.927 total_energy_ha=-1458.99013
C -0.7613 1.1531 -0.1803
O -6.3999 -0.6015 -0.9536
O 1.5112 1.9641 0.8259
O -6.1390 0.6207 1.1841
S -1.9283 0.0481 -0.4690
S 0.4634 0.9123 0.9304
S -6.3992 -0.6732 0.5032
H -0.8766 2.2454 -0.3126

***

# 3
25
Properties=species:S:1:pos:R:3 method="wB97M-V/def2-TZVPD" homo_ha=-0.5806 lumo_ha=-0.4353 orbital_gap_ev=3.95 total_charge=+2 largest_force_ev_per_a=1.792 total_energy_ha=-1866.76299
C -2.9521 -0.6625 0.6784
O -2.0381 -1.3873 1.4790
C -0.7038 -1.1363 1.2138
C -0.2336 -1.8203 -0.0653
C 1.2472 -1.7225 -0.2749
O 1.7591 -0.3128 -0.1005
S 2.4953 0.3289 -1.5280
O 1.6393 -0.0040 -2.5907
O 2.1567 2.0235 -1.2364
P 0.9085 2.4448 -0.4116
O -0.3346 1.6041 -0.8046
O 0.6219 3.9256 -0.7330
S 1.2840 2.3297 1.5731
H -3.8352 -0.4500 1.2627
H -3.2567 -1.2405 -0.1904
H -2.5424 0.2867 0.3312
H -0.1234 -1.5277 2.0510
H -0.5049 -0.0602 1.1889
H -0.4717 -2.8741 0.0509
H -0.7806 -1.4737 -0.9368
H 1.7350 -2.3025 0.5010
H 1.5721 -2.1363 -1.2223
H -0.3078 1.3389 -1.7459
H -0.0257 4.3062 -0.1130
Pt 2.6913 0.5223 1.6232

***

# 4
14
Properties=species:S:1:pos:R:3 method="wB97M-V/def2-TZVPD" homo_ha="-0.2915 / -0.2755" lumo_ha="0.0110 / 0.0108" orbital_gap_ev="8.23 / 7.79" total_charge=0 largest_force_ev_per_a=0.954 total_energy_ha=-593.30256
C -1.1112 0.9289 0.0017
C -1.4265 -0.4036 0.4770
C 0.0723 1.4848 0.0405
C 2.8553 -0.8082 -0.6780
C -2.6386 -0.9366 0.3768
S 2.1930 -0.0366 0.6550
H -1.9735 1.4796 -0.3939
H -0.6122 -0.9527 0.9335
H 0.4241 2.4483 -0.2635
H 3.2466 -0.2364 -1.4972
H 2.4445 -1.7791 -0.8727
H -3.4538 -0.3949 -0.0757
H -2.8631 -1.9244 0.7397
H 2.8431 1.1307 0.5569

***

# 5
106
Properties=species:S:1:pos:R:3 method="wB97M-V/def2-TZVPD" homo_ha=-0.2631 lumo_ha=0.0156 orbital_gap_ev=7.58 total_charge=0 largest_force_ev_per_a=1.452 total_energy_ha=-7924.54758
Sr -0.4685 -0.2899 0.4325
Se 0.8544 -3.4684 -0.9135
P 2.3608 -2.2692 -1.8593
Se 2.3274 -0.1345 -1.5618
C 2.3201 -2.5514 -3.6719
C 1.4133 -3.4234 -4.2654
C 1.4111 -3.5935 -5.6533
C 2.3167 -2.9001 -6.4434
C 3.2287 -2.0301 -5.8515
C 3.2286 -1.8528 -4.4736
C 4.0021 -2.9383 -1.4104
C 4.3016 -4.2514 -1.7713
C 5.5215 -4.8127 -1.4264
C 6.4535 -4.0689 -0.7080
C 6.1580 -2.7600 -0.3416
C 4.9320 -2.1926 -0.6968
H 0.7105 -3.9570 -3.6381
H 0.6987 -4.2717 -6.1105
H 2.3154 -3.0348 -7.5204
H 3.9386 -1.4876 -6.4654
H 3.9251 -1.1614 -4.0119
H 3.5698 -4.8369 -2.3165
H 5.7463 -5.8327 -1.7142
H 7.4058 -4.5096 -0.4360
H 6.8808 -2.1754 0.2177
H 4.6916 -1.1705 -0.4247
Cl 0.0580 -3.8121 7.3969
C -0.3459 -2.9983 5.9026
C -1.6720 -2.5774 5.6781
C -2.0160 -1.9406 4.5131
C -1.0585 -1.6791 3.4810
O -1.4104 -1.0962 2.3939
C 0.2838 -2.1066 3.7492
C 1.3691 -1.8949 2.8113
O 1.3127 -1.3495 1.7160
C 0.6036 -2.7636 4.9600
H -2.4192 -2.7635 6.4430
H -3.0358 -1.6144 4.3319
H 2.3438 -2.2924 3.1408
H 1.6301 -3.0825 5.1328
C 2.6512 4.1827 1.8516
N 1.8105 2.9950 1.7156
C 2.5578 1.7710 1.4031
C 0.4485 3.0463 1.7950
N -0.2984 2.0995 1.2781
C -1.6429 1.9902 1.7344
C -1.8722 1.9384 3.0903
C -3.1712 1.9069 3.6260
C -4.2442 1.9484 2.7850
C -4.0640 1.9379 1.3785
C -5.2089 1.9827 0.5465
C -5.0729 1.9397 -0.8112
C -3.7951 1.7913 -1.3834
C -2.6435 1.7364 -0.6259
N -1.4429 1.3707 -1.2602
C -1.1388 1.8599 -2.4351
N -1.2866 3.1853 -2.7492
C -1.3768 4.1680 -1.6832
C -1.8171 3.6005 -4.0397
N -0.6057 1.0741 -3.3970
C -0.8627 -0.3745 -3.4268
C 0.3872 1.5466 -4.3585
C -2.7457 1.8807 0.8121
N -0.0373 4.2013 2.3852
C -1.3024 4.7966 1.9805
C 0.3713 4.5368 3.7394
H 3.3783 4.1948 1.0395
H 3.2055 4.1838 2.7943
H 2.0522 5.0862 1.7957
H 3.1003 1.4078 2.2836
H 3.2839 1.9831 0.6206
H 1.9454 0.9690 1.0164
H -1.0141 1.9196 3.7536
H -3.3095 1.8702 4.7011
H -5.2583 1.9670 3.1734
H -6.1866 2.0418 1.0122
H -5.9465 1.9680 -1.4544
H -3.7057 1.6353 -2.4545
H -0.8181 3.8041 -0.8204
H -2.4101 4.3653 -1.3800
H -0.9297 5.1042 -2.0263
H -1.8920 2.7473 -4.7085
H -1.1816 4.3544 -4.5062
H -2.8169 4.0243 -3.9124
H -1.6453 -0.6340 -2.7251
H 0.0334 -0.9297 -3.1702
H -1.1703 -0.6614 -4.4349
H 0.6932 2.5636 -4.1197
H -0.0017 1.5201 -5.3791
H 1.2628 0.8983 -4.2985
H -1.5715 4.4834 0.9751
H -1.1924 5.8840 1.9853
H -2.1221 4.5276 2.6494
H 1.2316 3.9437 4.0398
H -0.4447 4.3301 4.4392
H 0.6320 5.5962 3.8211
N -3.5624 -5.1383 2.1042
C -2.9103 -4.2323 1.3551
N -1.5746 -4.1635 1.4760
N -3.6309 -3.4771 0.5385
C -2.9273 -2.5570 -0.1034
N -2.3075 -1.7010 -0.5867
H -3.0995 -5.6687 2.8166
H -4.5650 -5.1219 2.0734
H -1.0757 -4.7292 2.1387
H -1.0330 -3.5258 0.9109

***

# 6
10
Properties=species:S:1:pos:R:3 method="wB97M-V/def2-TZVPD" homo_ha="-0.2829 / -0.2840" lumo_ha="-0.0343 / -0.0325" orbital_gap_ev="6.77 / 6.84" total_charge=0 largest_force_ev_per_a=3.326 total_energy_ha=-1402.37182
C 1.3314 -0.2680 0.1800
C -0.9494 -0.9597 0.2137
N 1.2625 1.0388 0.1894
O 0.2010 1.7337 0.6814
S 2.3585 -1.3871 -0.3421
S -1.6476 -1.8724 1.2793
S -1.3596 -0.3684 -1.3573
H 1.9191 1.7477 -0.3606
H -0.5650 1.0784 0.8403
H -2.5508 -0.7429 -1.3240

***

# 7
28
Properties=species:S:1:pos:R:3 method="wB97M-V/def2-TZVPD" homo_ha=-0.3770 lumo_ha=-0.2228 orbital_gap_ev=4.20 total_charge=+1 largest_force_ev_per_a=3.643 total_energy_ha=-825.12973
C -3.6448 2.2937 -1.7530
C -2.3447 0.2987 1.6504
C 0.0934 0.3803 -2.9463
C 2.3475 -1.7258 1.3989
C 2.7224 -0.1635 1.5665
N 0.9994 -1.9427 0.9238
N 4.0986 -0.0362 1.6126
O -2.6928 1.8638 -1.0796
O -1.5691 0.1758 0.4739
O -0.7009 0.4205 -1.7949
Si -2.0232 0.2025 -1.0595
H 2.5418 0.3305 0.6005
H -4.3092 1.4582 -2.3399
H -3.8304 3.3549 -1.6663
H -1.7526 1.0004 2.3740
H -2.4994 -0.7366 2.1390
H -3.3594 0.7357 1.5205
H -0.1787 1.2990 -3.5691
H -0.2044 -0.4255 -3.7197
H 1.1258 0.2886 -2.6648
H 3.1269 -1.9259 0.6122
H 2.5878 -2.0324 2.4556
H 2.1285 0.2219 2.3991
H 0.5777 -1.3198 0.3243
H 0.4722 -2.7114 1.2302
H -2.9151 -0.7375 -1.8032
H 4.5570 -0.1943 0.6999
H 4.6458 -0.3729 2.4148